A molecular structure, C41H49Cl3N2O2P2PdSi, computed with ωB97M-V with the def2-TZVPD basis set.

The geometry in XYZ format:
```
101
Properties=species:S:1:pos:R:3:mulliken_charge:R:1
Pd -0.27 0.06 0.33 1.025
C -0.53 4.88 1.53 -1.549
C 0.03 4.13 2.75 0.323
C 1.09 5.02 3.42 -1.642
P 0.60 2.42 2.25 0.862
C 1.59 1.94 3.77 0.691
C 0.72 2.24 5.01 -2.093
C 2.00 0.45 3.89 -1.570
C 1.63 2.65 0.65 0.803
C 2.70 3.61 0.26 -0.184
C 3.31 3.87 -0.93 1.664
C 4.22 5.09 -0.93 -1.850
C 3.32 3.15 -2.16 -0.154
C 2.91 2.00 -2.58 -1.792
C 0.73 2.00 -0.25 -1.968
N 1.02 -0.28 -1.90 0.580
C 1.44 -1.12 -2.96 -0.586
C 2.67 -1.79 -3.00 1.463
C 3.67 -1.71 -1.87 -1.599
C 2.96 -2.59 -4.10 -0.975
C 2.04 -2.78 -5.13 0.619
C 2.36 -3.67 -6.29 -1.561
C 0.80 -2.14 -5.03 -1.008
C 0.49 -1.30 -3.98 0.829
C -0.84 -0.59 -3.95 -1.276
H -1.27 5.61 1.86 0.487
H -1.02 4.24 0.81 0.287
H 0.27 5.42 1.02 0.335
H -0.78 3.95 3.45 0.787
H 1.88 5.27 2.71 0.246
H 1.55 4.59 4.31 0.382
H 0.62 5.96 3.71 0.480
H 2.48 2.58 3.81 0.695
H -0.09 1.50 5.07 0.364
H 0.27 3.23 5.04 0.447
H 1.33 2.13 5.90 0.506
H 1.60 -0.18 3.11 0.073
H 1.61 0.03 4.82 0.602
H 3.09 0.31 3.92 0.321
H 3.05 4.23 1.07 0.307
H 4.95 5.03 -0.13 0.382
H 3.64 6.00 -0.80 0.345
H 4.77 5.19 -1.86 0.442
H 3.90 3.65 -2.94 0.291
H 3.14 1.55 -3.53 0.736
H 4.07 -2.71 -1.67 0.538
H 3.23 -1.36 -0.94 -0.069
H 4.53 -1.08 -2.12 0.371
H 3.91 -3.09 -4.14 0.514
H 3.43 -3.67 -6.50 0.410
H 1.83 -3.37 -7.18 0.398
H 2.07 -4.70 -6.07 0.286
H 0.07 -2.29 -5.82 0.479
H -0.75 0.40 -4.39 0.334
H -1.22 -0.46 -2.94 -0.071
H -1.58 -1.14 -4.53 0.420
O -2.75 2.46 1.47 -0.682
N -2.74 1.30 0.73 0.678
C -3.69 1.26 -0.11 -1.359
C -3.96 0.06 -0.90 0.998
C -4.96 0.15 -1.86 -0.928
C -5.33 -0.95 -2.62 -0.886
C -4.71 -2.16 -2.41 -0.799
C -3.71 -2.28 -1.45 -0.574
C -3.31 -1.19 -0.68 0.468
P -2.00 -1.43 0.56 1.675
C -2.76 -1.49 2.19 0.562
C -4.07 -1.95 2.36 -0.352
C -4.61 -2.03 3.63 -0.725
C -3.86 -1.66 4.73 -0.642
C -2.56 -1.20 4.57 -0.613
C -2.01 -1.12 3.30 -0.329
C -1.35 -3.09 0.21 0.418
C -0.70 -3.28 -1.02 -0.791
C -0.08 -4.48 -1.30 -0.330
C -0.11 -5.51 -0.36 -0.915
C -0.75 -5.33 0.85 -0.768
C -1.38 -4.12 1.14 -0.826
H -2.05 2.33 2.11 0.327
H -4.36 2.11 -0.20 0.456
H -5.47 1.10 -2.00 0.490
H -6.11 -0.85 -3.36 0.456
H -5.01 -3.03 -2.98 0.498
H -3.26 -3.25 -1.29 0.402
H -4.66 -2.24 1.49 0.478
H -5.63 -2.38 3.76 0.460
H -4.29 -1.72 5.72 0.426
H -1.97 -0.92 5.44 0.466
H -0.99 -0.75 3.18 0.152
H -0.67 -2.48 -1.75 0.565
H 0.41 -4.62 -2.25 0.549
H 0.37 -6.45 -0.58 0.429
H -0.78 -6.13 1.58 0.459
H -1.88 -3.99 2.09 0.496
O 1.32 -1.87 0.87 -0.437
H 1.09 -2.33 1.68 0.298
H 1.12 -2.51 0.17 0.053
Cl 4.69 1.37 1.10 -0.309
Si 2.70 0.80 1.09 0.926
Cl 2.09 0.94 -1.46 -0.124
Cl -0.48 2.53 -1.31 0.027
```

Summary:
Gap between HOMO and LUMO, eV: 5.8
HOMO level, eV: -12.83
Strongest force on any atom, Eh/bohr: 0.05679
Total charge: +2
LUMO, eV: -7.07